No. 1
This record from the Open Molecules 2025 dataset describes an isolated ion of composition CH7N4OP and charge +2. The level of theory is ωB97M-V/def2-TZVPD.

```
14
Properties=species:S:1:pos:R:3:forces:R:3:mulliken_charge:R:1
C -1.229 -0.364 -0.531 -0.34 -1.20 -1.93 -0.321
N -1.494 1.008 -0.598 0.79 2.51 -0.58 0.126
N 0.128 -0.696 -0.411 5.24 0.36 2.69 -0.349
N -2.309 1.432 -1.389 -2.18 -1.50 -1.41 -0.133
N 2.146 -0.043 2.222 -2.00 1.87 -0.31 -0.425
O 2.630 -1.324 0.127 -0.32 1.51 1.99 -0.399
P 1.498 -0.464 0.770 -2.66 -1.94 -2.95 0.944
H -1.795 -0.634 0.286 -1.61 -1.16 2.10 0.359
H -1.645 -0.931 -1.474 0.98 0.66 1.57 0.438
H 2.677 -1.793 -0.705 -0.51 -0.21 -0.77 0.422
H -2.981 0.792 -1.967 1.45 0.93 0.76 0.331
H -2.484 2.429 -1.521 0.16 0.36 0.52 0.318
H 3.161 -0.127 2.305 0.02 -0.13 0.11 0.334
H 1.696 0.716 2.886 1.00 -2.06 -1.78 0.355
```
Positions in Å, forces in eV/Å.

Charge   +2


No. 2
This record from the Open Molecules 2025 dataset describes one molecule with the formula C18H24FN3O2. The level of theory is ωB97M-V/def2-TZVPD.

```
48
Properties=species:S:1:pos:R:3:forces:R:3:mulliken_charge:R:1
C 4.851 -1.850 -1.176 0.19 0.01 -0.22 -0.914
H 5.559 -1.017 -1.126 -0.04 -0.03 -0.01 0.363
H 5.380 -2.785 -0.998 -0.01 0.08 -0.06 0.251
H 4.391 -1.879 -2.169 0.02 0.01 0.04 0.357
O 3.882 -1.766 -0.161 -0.40 0.11 0.36 -0.434
C 3.066 -0.683 -0.134 -0.05 -0.01 0.06 0.585
C 2.122 -0.625 0.900 0.03 -0.08 0.01 0.424
C 1.232 0.414 1.032 0.17 -0.10 -0.11 0.100
C 1.246 1.460 0.109 0.36 -0.20 -0.16 0.008
C 2.189 1.424 -0.914 -0.22 0.07 0.15 -1.270
C 3.083 0.374 -1.037 0.21 -0.27 0.06 -0.512
H 3.791 0.384 -1.850 0.08 -0.05 -0.06 0.402
H 2.214 2.217 -1.647 -0.03 0.05 -0.09 0.444
C 0.294 2.559 0.189 -0.57 0.27 0.15 -0.310
C -1.076 2.593 0.426 0.38 -0.04 0.06 0.733
C -1.417 3.950 0.295 0.39 -0.20 -0.02 -0.980
N -0.363 4.690 0.014 -0.12 0.82 -0.16 -1.122
N 0.658 3.843 -0.063 0.03 -0.43 0.08 0.463
H 1.588 4.188 -0.238 -0.14 -0.01 0.06 0.223
H -2.385 4.398 0.398 -0.23 0.15 0.02 0.556
C -2.004 1.459 0.698 0.07 -0.07 -0.01 -0.175
N -2.617 0.938 -0.526 0.08 0.02 0.07 0.029
C -1.667 0.649 -1.577 0.05 0.11 -0.06 -0.966
H -1.180 1.577 -1.878 0.04 -0.06 -0.08 0.366
H -0.892 -0.068 -1.276 0.01 -0.05 -0.08 0.165
H -2.210 0.260 -2.437 0.03 -0.05 -0.08 0.389
C -3.551 -0.133 -0.266 0.01 -0.25 0.20 -1.398
H -4.180 0.197 0.565 -0.05 -0.02 -0.04 0.384
C -3.007 -1.555 0.069 -0.37 0.10 -0.44 0.295
C -2.873 -2.455 -1.168 0.00 -0.12 0.39 -0.607
H -3.846 -2.544 -1.655 -0.02 0.06 -0.04 0.351
C -2.357 -3.832 -0.751 0.18 0.13 -0.16 -0.921
C -1.054 -3.661 0.026 -0.27 0.14 0.19 -0.509
C -1.292 -2.702 1.190 0.32 -0.36 0.04 -0.596
O -1.772 -1.452 0.752 -0.10 0.23 -0.06 -0.263
H -0.361 -2.493 1.722 -0.07 -0.07 0.03 0.284
H -2.013 -3.149 1.894 0.06 0.03 -0.02 0.314
H -0.698 -4.618 0.409 0.07 -0.02 0.02 0.382
H -0.287 -3.242 -0.629 0.08 -0.01 0.00 0.260
H -2.200 -4.459 -1.631 -0.06 -0.06 0.04 0.376
H -3.098 -4.322 -0.114 -0.04 -0.06 -0.01 0.345
H -2.172 -2.008 -1.872 -0.01 0.08 -0.08 0.239
H -3.740 -2.037 0.744 0.08 0.05 -0.08 0.509
H -4.192 -0.233 -1.148 -0.07 -0.07 0.09 0.446
H -2.823 1.822 1.328 0.10 -0.09 0.07 0.569
H -1.474 0.666 1.235 -0.15 0.14 0.04 0.133
H 0.542 0.407 1.859 -0.08 -0.04 0.11 0.633
F 2.093 -1.627 1.805 0.05 0.12 -0.17 -0.402
```
Positions in Å, forces in eV/Å.

Charge   0


It is found that the energy values, taken in the order of the records, are -677.12208 -1114.86988 Ha.
It is found that the HOMO level values, taken in the order of the records, are -18.99 -7.95 eV.
It is found that the strongest force on any atom values, taken in the order of the records, are 0.1147 0.0165 hartree/bohr.